[1]
{"formula": "C2H3O2", "method": "ωB97M-V/def2-TZVPD", "homo_energy_ev": -16.312, "total_charge": 1, "species": ["C", "C", "O", "O", "H", "H", "H"], "xyz": [[-0.862, 0.169, 0.358], [2.569, -0.298, 0.034], [3.446, 0.375, 0.115], [-0.151, -0.440, -0.393], [-1.872, 0.279, 0.367], [-0.506, 0.850, 1.124], [1.453, -0.477, -0.267]]}

***

[2]
{"formula": "C42H39GdN7O2P", "method": "ωB97M-V/def2-TZVPD", "multiplicity": 8, "homo_energy_ev": [-13.296, -13.317], "total_charge": 2, "species": ["Gd", "C", "C", "C", "C", "C", "C", "C", "N", "N", "C", "C", "C", "C", "C", "C", "N", "C", "C", "C", "C", "C", "C", "N", "H", "H", "H", "H", "H", "H", "H", "H", "H", "H", "H", "H", "H", "H", "H", "H", "H", "H", "H", "H", "O", "C", "O", "C", "C", "C", "C", "C", "C", "P", "C", "C", "C", "C", "C", "C", "C", "C", "C", "C", "C", "C", "H", "H", "H", "H", "H", "H", "H", "H", "H", "H", "H", "H", "H", "H", "N", "C", "C", "N", "C", "C", "N", "H", "H", "H", "H", "H"], "xyz": [[0.623, -0.216, -0.744], [2.857, -0.840, -3.081], [1.915, -1.578, -4.030], [0.464, -1.157, -4.099], [-0.170, -1.085, -5.334], [-1.518, -0.787, -5.403], [-2.223, -0.575, -4.227], [-1.524, -0.651, -3.044], [-0.218, -0.922, -2.972], [2.810, -1.228, -1.645], [3.010, -2.675, -1.429], [1.770, -3.519, -1.528], [1.846, -4.836, -1.962], [0.693, -5.596, -1.996], [-0.507, -5.014, -1.611], [-0.489, -3.700, -1.193], [0.627, -2.959, -1.139], [3.914, -0.534, -0.953], [3.693, -0.446, 0.536], [4.771, -0.306, 1.392], [4.542, -0.124, 2.745], [3.237, -0.103, 3.209], [2.215, -0.267, 2.297], [2.430, -0.433, 0.983], [2.669, 0.235, -3.124], [3.879, -0.998, -3.444], [1.946, -2.655, -3.843], [2.337, -1.457, -5.028], [0.403, -1.265, -6.235], [-2.015, -0.724, -6.362], [-3.281, -0.353, -4.225], [-2.037, -0.480, -2.100], [3.408, -2.796, -0.419], [3.782, -3.048, -2.111], [2.799, -5.250, -2.271], [0.724, -6.626, -2.329], [-1.438, -5.562, -1.633], [-1.408, -3.212, -0.895], [3.994, 0.477, -1.345], [4.866, -1.037, -1.155], [5.778, -0.335, 0.996], [5.373, -0.007, 3.429], [3.006, 0.032, 4.257], [1.185, -0.268, 2.627], [2.094, 1.619, -1.007], [1.039, 2.259, -1.233], [0.066, 1.650, -1.809], [0.763, 3.569, -0.579], [1.299, 4.772, -1.003], [0.949, 5.937, -0.334], [0.083, 5.888, 0.751], [-0.433, 4.674, 1.184], [-0.093, 3.498, 0.525], [-0.728, 1.853, 1.027], [-0.481, 1.702, 2.814], [-1.131, 0.666, 3.497], [-0.848, 0.414, 4.830], [0.098, 1.186, 5.498], [0.746, 2.214, 4.829], [0.463, 2.470, 3.492], [-2.523, 2.012, 0.733], [-2.961, 2.073, -0.594], [-4.313, 2.181, -0.880], [-5.244, 2.233, 0.154], [-4.813, 2.196, 1.472], [-3.456, 2.086, 1.763], [1.967, 4.806, -1.855], [1.347, 6.887, -0.663], [-0.196, 6.800, 1.260], [-1.105, 4.649, 2.035], [-1.877, 0.060, 2.996], [-1.365, -0.383, 5.350], [0.321, 0.991, 6.539], [1.476, 2.823, 5.345], [0.991, 3.264, 2.981], [-2.241, 2.065, -1.407], [-4.642, 2.244, -1.910], [-6.299, 2.327, -0.069], [-5.529, 2.265, 2.282], [-3.141, 2.066, 2.798], [-4.705, -1.663, 1.626], [-3.367, -1.846, 1.633], [-2.544, -1.209, 0.681], [-1.233, -1.366, 0.709], [-0.701, -2.168, 1.640], [-1.522, -2.797, 2.556], [-2.843, -2.638, 2.567], [-5.150, -1.029, 0.987], [-5.263, -2.121, 2.326], [-2.970, -0.545, -0.060], [0.371, -2.310, 1.644], [-1.095, -3.447, 3.311]]}

***

[3]
{"formula": "C43H34Cl3N8O2Y", "method": "ωB97M-V/def2-TZVPD", "homo_energy_ev": -0.367, "total_charge": -2, "species": ["Y", "C", "N", "C", "C", "N", "C", "C", "C", "C", "C", "C", "N", "C", "N", "C", "C", "C", "C", "C", "C", "N", "H", "H", "H", "H", "H", "H", "H", "H", "H", "H", "H", "H", "H", "H", "H", "O", "C", "C", "C", "C", "C", "C", "C", "N", "N", "C", "O", "C", "C", "C", "C", "C", "C", "H", "H", "H", "H", "H", "H", "H", "H", "H", "H", "Cl", "C", "C", "C", "C", "C", "C", "C", "H", "H", "H", "H", "H", "H", "Cl", "C", "C", "C", "C", "C", "Cl", "C", "N", "H", "H", "H"], "xyz": [[-0.046, 0.132, 1.032], [1.018, -3.613, -0.602], [0.532, -2.800, -1.676], [1.575, -2.385, -2.650], [1.033, -1.639, -3.782], [0.666, 0.194, -2.173], [1.565, 1.122, -4.195], [2.040, 2.150, -4.942], [1.493, 2.509, -6.195], [0.728, 1.641, -6.953], [0.522, 0.258, -6.653], [0.511, -0.393, -5.468], [0.794, -1.793, -5.217], [1.938, -2.871, 0.326], [1.735, -1.753, 0.979], [2.883, -1.558, 1.756], [3.209, -0.553, 2.666], [4.437, -0.628, 3.293], [5.338, -1.673, 3.038], [5.027, -2.682, 2.148], [3.786, -2.599, 1.525], [3.153, -3.416, 0.614], [1.576, -4.516, -0.930], [0.169, -3.965, -0.008], [-0.227, -3.255, -2.167], [2.148, -3.258, -3.016], [2.258, -1.744, -2.079], [2.951, 2.660, -4.625], [1.826, 3.428, -6.676], [0.446, 1.961, -7.951], [0.425, -0.401, -7.519], [-0.103, -2.269, -5.337], [2.526, 0.260, 2.860], [4.715, 0.146, 3.996], [6.294, -1.688, 3.548], [5.715, -3.492, 1.943], [3.511, -4.249, 0.185], [1.885, 1.333, 0.794], [2.117, 2.595, 0.757], [3.198, 3.090, -0.027], [3.477, 4.429, -0.114], [2.719, 5.378, 0.590], [1.681, 4.931, 1.373], [1.351, 3.571, 1.471], [0.348, 3.182, 2.433], [-0.079, 1.983, 2.563], [-0.837, 1.712, 3.705], [-0.679, 0.445, 4.005], [0.011, -0.409, 3.343], [-1.361, -0.030, 5.252], [-2.143, 0.821, 6.031], [-2.754, 0.350, 7.182], [-2.591, -0.975, 7.571], [-1.815, -1.825, 6.796], [-1.205, -1.355, 5.641], [3.763, 2.355, -0.586], [4.294, 4.759, -0.748], [2.945, 6.435, 0.517], [1.087, 5.641, 1.942], [0.007, 3.928, 3.155], [-2.259, 1.848, 5.712], [-3.364, 1.018, 7.780], [-3.069, -1.341, 8.471], [-1.689, -2.861, 7.089], [-0.602, -1.999, 5.015], [-6.758, -0.977, -2.517], [-5.367, -1.161, -1.456], [-4.180, -1.669, -1.958], [-3.085, -1.793, -1.123], [-3.129, -1.426, 0.237], [-1.967, -1.543, 1.105], [-4.351, -0.898, 0.693], [-5.454, -0.763, -0.135], [-4.105, -1.935, -3.005], [-2.143, -2.142, -1.533], [-1.359, -2.427, 0.870], [-2.243, -1.566, 2.164], [-4.427, -0.580, 1.727], [-6.380, -0.348, 0.244], [-2.457, 2.118, 0.213], [-2.414, 1.620, -1.474], [-3.543, 1.727, -2.252], [-3.543, 1.170, -3.542], [-2.390, 0.568, -4.032], [-1.233, 0.587, -3.273], [0.563, 0.029, -3.666], [-1.266, 0.952, -1.910], [-0.108, 0.707, -1.194], [-4.434, 2.182, -1.839], [-4.450, 1.185, -4.135], [-2.382, 0.109, -5.017]]}

***

[4]
{"formula": "C3H4BrNO", "method": "ωB97M-V/def2-TZVPD", "homo_energy_ev": -9.951, "total_charge": 0, "species": ["C", "C", "Br", "H", "H", "H", "N", "C", "O", "H"], "xyz": [[-3.679, 0.735, 0.059], [-2.701, -0.187, 0.168], [-1.681, -0.773, -1.351], [-3.937, 1.194, -0.876], [-4.308, 1.012, 0.852], [-2.237, -0.693, 1.037], [1.031, -2.035, -0.331], [1.557, -0.973, -0.277], [2.277, -0.046, -0.256], [0.031, -2.368, -0.142]]}

***

[5]
{"formula": "C3H4CaO3", "method": "ωB97M-V/def2-TZVPD", "homo_energy_ev": -18.456, "total_charge": 2, "species": ["C", "C", "O", "H", "H", "H", "H", "O", "C", "O", "Ca"], "xyz": [[-0.684, -1.020, 0.532], [-1.932, -0.844, -0.200], [0.509, -1.427, -0.095], [-0.737, -1.393, 1.560], [-2.997, -0.646, -0.317], [-2.016, -1.610, -0.980], [0.777, -2.323, 0.150], [-1.846, 1.047, 0.265], [-0.642, 0.921, 0.555], [0.416, 1.418, 0.259], [1.917, 0.129, -0.577]]}

***

[6]
{"formula": "C3H3Br", "method": "ωB97M-V/def2-TZVPD", "homo_energy_ev": [-8.316, -8.115], "total_charge": 0, "species": ["C", "C", "C", "Br", "H", "H", "H"], "xyz": [[0.373, 0.129, -0.286], [-0.009, -0.273, -1.511], [-0.300, -0.036, 0.959], [-0.132, 1.089, 2.439], [1.341, 0.784, -0.403], [-0.045, -1.141, -2.130], [-1.227, -0.551, 0.933]]}

***

[7]
{"formula": "C24H24BF2N6O2SY", "method": "ωB97M-V/def2-TZVPD", "homo_energy_ev": -5.820, "total_charge": 0, "species": ["Y", "O", "C", "C", "C", "C", "C", "C", "C", "N", "C", "C", "N", "C", "C", "C", "C", "C", "C", "C", "O", "H", "H", "H", "H", "H", "H", "H", "H", "H", "H", "H", "H", "H", "H", "C", "C", "N", "N", "C", "N", "S", "C", "C", "C", "C", "C", "N", "H", "H", "H", "H", "H", "H", "H", "H", "H", "H", "F", "B", "F"], "xyz": [[0.067, -0.367, 0.379], [1.104, 1.350, -0.074], [1.746, 2.141, 0.749], [1.520, 3.529, 0.722], [2.200, 4.373, 1.566], [3.164, 3.885, 2.463], [3.410, 2.536, 2.491], [2.696, 1.644, 1.669], [3.013, 0.233, 1.749], [2.276, -0.735, 1.343], [2.890, -2.072, 1.367], [2.141, -3.037, 0.440], [1.468, -2.302, -0.629], [1.793, -2.558, -1.827], [1.255, -1.891, -3.015], [1.959, -2.045, -4.208], [1.574, -1.387, -5.360], [0.459, -0.558, -5.311], [-0.275, -0.406, -4.144], [0.108, -1.086, -2.993], [-0.601, -1.021, -1.837], [0.776, 3.896, 0.026], [1.991, 5.436, 1.534], [3.705, 4.560, 3.113], [4.155, 2.131, 3.169], [3.989, -0.003, 2.186], [2.886, -2.475, 2.382], [3.930, -1.994, 1.047], [1.370, -3.566, 0.997], [2.838, -3.782, 0.047], [2.567, -3.307, -2.028], [2.836, -2.684, -4.214], [2.133, -1.509, -6.278], [0.148, -0.020, -6.198], [-1.145, 0.234, -4.123], [-4.398, 0.817, -0.055], [-3.040, 0.479, 0.480], [-2.311, -0.553, -0.237], [-2.938, -1.807, -0.250], [-2.450, -2.854, 0.412], [-3.081, -4.024, 0.194], [-1.144, -2.780, 1.490], [-2.360, 1.143, 1.455], [-2.835, 2.377, 2.068], [-2.147, 2.964, 3.069], [-0.932, 2.389, 3.565], [-0.495, 1.272, 2.939], [-1.114, 0.661, 1.892], [-5.119, 0.010, 0.133], [-4.380, 0.991, -1.136], [-4.812, 1.710, 0.410], [-3.643, -1.941, -0.964], [-3.919, -4.082, -0.358], [-2.806, -4.815, 0.747], [-3.743, 2.830, 1.697], [-2.516, 3.889, 3.499], [-0.377, 2.822, 4.384], [0.423, 0.795, 3.276], [-2.783, -0.415, -2.649], [-1.835, -0.167, -1.655], [-1.393, 1.147, -1.604]]}

***

[8]
{"formula": "C25H70N6O7", "method": "ωB97M-V/def2-TZVPD", "homo_energy_ev": -8.638, "total_charge": 0, "species": ["C", "O", "C", "C", "C", "N", "H", "H", "H", "H", "H", "H", "H", "H", "H", "H", "H", "C", "O", "C", "C", "C", "N", "H", "H", "H", "H", "H", "H", "H", "H", "H", "H", "H", "C", "O", "C", "C", "C", "N", "H", "H", "H", "H", "H", "H", "H", "H", "H", "H", "H", "C", "O", "C", "C", "C", "N", "H", "H", "H", "H", "H", "H", "H", "H", "H", "H", "H", "C", "O", "C", "C", "C", "N", "H", "H", "H", "H", "H", "H", "H", "H", "H", "H", "H", "C", "O", "C", "C", "C", "N", "H", "H", "H", "H", "H", "H", "H", "H", "H", "H", "H", "C", "O", "H", "H", "H", "H"], "xyz": [[3.401, -7.145, 1.724], [2.622, -5.935, 1.245], [3.157, -4.703, 1.708], [2.281, -3.532, 1.078], [2.640, -3.514, -0.396], [2.571, -2.186, 1.640], [2.916, -7.964, 1.429], [3.449, -7.148, 2.827], [4.545, -7.108, 1.475], [3.003, -4.644, 2.827], [4.146, -4.526, 1.439], [1.275, -3.866, 1.019], [1.986, -3.023, -1.016], [2.533, -4.504, -0.772], [3.462, -2.974, -0.380], [2.523, -2.096, 2.685], [1.905, -1.495, 1.576], [-2.292, -1.853, -3.815], [-2.105, -0.812, -4.694], [-1.264, 0.289, -4.123], [-1.285, 1.469, -4.985], [-0.433, 1.356, -6.206], [-0.445, 2.405, -4.109], [-2.841, -1.795, -2.926], [-1.341, -2.150, -3.693], [-2.907, -2.690, -4.034], [-1.949, 0.432, -3.110], [-0.438, -0.057, -3.941], [-2.400, 1.912, -5.169], [0.514, 0.934, -6.279], [-0.275, 2.363, -6.712], [-0.993, 0.640, -6.841], [-1.086, 2.655, -3.225], [-0.116, 3.385, -4.514], [6.212, 3.904, 0.756], [5.155, 2.998, 0.447], [4.332, 3.380, -0.687], [3.107, 2.455, -0.762], [3.700, 1.161, -1.276], [2.167, 3.068, -1.646], [6.879, 3.499, 1.469], [5.927, 4.983, 1.253], [6.805, 4.079, 0.047], [4.218, 4.360, -0.526], [5.035, 3.364, -1.493], [2.815, 2.084, 0.407], [4.452, 1.233, -2.211], [3.109, 0.365, -1.902], [4.222, 0.713, -0.425], [2.127, 4.113, -1.791], [1.278, 2.803, -1.683], [3.575, 1.904, 3.443], [2.162, 1.957, 3.314], [1.670, 0.644, 3.384], [0.076, 0.928, 3.712], [0.035, 1.478, 5.105], [-0.523, -0.503, 3.598], [3.725, 1.714, 4.338], [4.030, 2.876, 3.121], [3.967, 1.144, 2.675], [1.736, 0.357, 2.264], [2.255, 0.096, 4.142], [-0.320, 1.611, 2.933], [-0.883, 1.563, 5.411], [0.465, 2.534, 4.962], [0.748, 1.090, 5.786], [-0.535, -0.707, 2.784], [-1.456, -0.355, 3.926], [-4.011, -4.648, 4.333], [-3.134, -4.229, 3.390], [-3.706, -3.919, 2.160], [-2.818, -2.849, 1.477], [-3.206, -2.698, -0.025], [-1.400, -3.386, 1.360], [-4.824, -5.433, 4.027], [-4.696, -3.916, 4.810], [-3.354, -5.174, 5.074], [-3.830, -4.780, 1.600], [-4.735, -3.667, 2.153], [-2.816, -1.957, 1.998], [-2.715, -1.965, -0.662], [-4.199, -2.369, -0.053], [-3.280, -3.840, -0.452], [-1.718, -4.239, 1.025], [-1.354, -3.793, 2.440], [-4.632, 6.380, -2.346], [-3.935, 5.205, -2.358], [-4.349, 4.278, -1.492], [-3.419, 3.080, -1.956], [-3.532, 1.838, -1.135], [-2.027, 3.450, -1.739], [-5.601, 6.227, -2.468], [-3.918, 6.929, -3.018], [-4.410, 6.541, -1.157], [-4.144, 4.435, -0.465], [-5.407, 3.900, -1.516], [-3.714, 2.787, -2.880], [-4.509, 1.510, -1.254], [-3.213, 2.020, 0.020], [-2.700, 1.276, -1.603], [-1.671, 3.663, -0.920], [-1.823, 4.105, -2.436], [0.144, -0.401, -0.589], [-0.151, -0.885, 0.710], [-0.827, -0.404, -1.367], [0.815, -1.085, -1.294], [0.436, 0.700, -0.745], [-0.660, -1.704, 0.799]]}